Density functional theory data (ωB97M-V/def2-TZVPD) for a 2-piece molecular cluster, C5H11P overall at a distorted geometry.

XYZ file:
```
17
C5H11P (ωB97M-V/def2-TZVPD)
C 1.30808 -1.41753 1.25024
C 1.10969 -0.91148 0.06653
C 0.58933 1.06067 -1.54009
C -2.10220 -0.30799 -0.28261
C 0.40393 0.32185 -0.21420
P -0.45420 1.30804 0.97005
H 1.80743 -2.41142 1.27652
H 1.32816 -1.07994 2.29065
H 1.29062 -1.39060 -0.92727
H 0.77900 0.43225 -2.46186
H -0.43811 1.66955 -1.57527
H 1.47064 1.65997 -1.53500
H -2.26495 0.67614 -0.28894
H -2.17128 -0.98300 0.61359
H -2.31435 -0.77874 -1.23583
H 0.58162 1.69578 1.67608
H -0.92339 0.45646 1.91742
```

Summary:
- HOMO energy (spin up / spin down): -8.42 / -7.76 eV
- Calculated total energy: -14646.4127 eV